(1)
Entry from the Open Molecules 2025 dataset: one molecule with the formula HN3O2S in a non-equilibrium geometry (wB97M-V/def2-TZVPD).

Last column: natural (NBO) charge in e.
Cartesian coordinates (Å):
1 N 0.044120 -1.542492 -1.399505  -0.3196
2 N -0.378318 -0.922431 -0.473785  -0.0330
3 N 0.154476 1.206358 0.993629  0.4087
4 O -0.446179 1.393105 -0.048515  -0.3667
5 O 0.332231 1.912509 1.928036  -0.3419
6 S 0.770538 -0.412614 1.177652  0.2860
7 H -0.476868 -1.634434 -2.177512  0.3664

Force components x, y, z for each atom (eV/Å):
4.23 0.86 5.30
-0.74 -0.44 -0.80
-0.78 -1.83 -1.46
0.23 1.56 0.60
0.05 1.47 0.76
0.20 -1.38 -1.17
-3.19 -0.24 -3.22

As for the structure (SMILES): [H]/N=N/S[N+](=O)[O-].

(2)
Entry from the Open Molecules 2025 dataset: a 7-piece molecular cluster, C14H30Cl6N2O10 overall in a non-equilibrium geometry (wB97M-V/def2-TZVPD).

Last column: natural (NBO) charge in e.
Cartesian coordinates (Å):
1 Cl 20.413960 21.513800 -2.167890  -0.0638
2 C 20.338080 20.196960 -0.960290  -0.3882
3 C 19.632290 18.922430 -1.433630  -0.3904
4 Cl 20.405630 18.097950 -2.842680  -0.0719
5 H 19.905960 20.610550 -0.049070  0.2221
6 H 21.396460 20.002670 -0.786530  0.2250
7 H 18.576210 19.037450 -1.677710  0.2428
8 H 19.681200 18.154050 -0.662070  0.2288
9 Cl 12.373540 21.400860 2.087710  -0.0548
10 C 11.031250 20.216040 2.271710  -0.3798
11 C 9.906740 20.479530 1.284370  -0.4008
12 Cl 10.490820 20.530070 -0.380730  -0.0476
13 H 10.548040 20.355170 3.238790  0.2246
14 H 11.440580 19.208380 2.199830  0.2193
15 H 9.388800 21.427860 1.427600  0.2245
16 H 9.164360 19.684270 1.351670  0.2233
17 Cl 18.834630 19.918680 -6.098630  -0.0276
18 C 17.546760 19.696190 -4.963670  -0.4184
19 C 17.155420 20.975210 -4.147510  -0.3849
20 Cl 16.579240 22.265150 -5.253850  -0.0701
21 H 17.795840 18.948750 -4.210410  0.2197
22 H 16.761820 19.193060 -5.528320  0.2229
23 H 17.923190 21.368540 -3.481230  0.2260
24 H 16.312390 20.776170 -3.485850  0.2230
25 C 11.838700 19.470780 -4.179880  -0.4790
26 N 12.714430 20.648980 -3.783850  0.5248
27 O 13.613990 21.074510 -4.485650  -0.3215
28 O 12.518310 21.047480 -2.596850  -0.4324
29 H 11.071130 19.866590 -4.844920  0.2345
30 H 11.344770 19.092920 -3.284700  0.2370
31 H 12.469500 18.682220 -4.590200  0.2403
32 C 14.232810 20.348640 -0.305100  -0.4739
33 N 15.311590 19.723740 -1.189240  0.5294
34 O 16.499960 19.923790 -0.923230  -0.3946
35 O 14.938420 19.078210 -2.199120  -0.4050
36 H 14.530690 19.985970 0.678690  0.2267
37 H 13.275710 19.956030 -0.648510  0.2492
38 H 14.331210 21.431260 -0.384870  0.2595
39 C 17.798290 20.496280 2.824610  -0.2578
40 O 16.569260 19.909130 3.247260  -0.5058
41 C 16.107940 18.700840 2.843790  0.9885
42 O 16.511960 17.951790 1.981760  -0.6302
43 O 15.007330 18.505960 3.551130  -0.4898
44 C 14.210230 17.352710 3.275520  -0.2859
45 H 18.647680 19.815330 2.770270  0.1924
46 H 18.005770 21.398280 3.400330  0.2061
47 H 17.679180 20.855000 1.802240  0.1899
48 H 13.775510 17.152550 2.296200  0.1924
49 H 13.319000 17.122780 3.859430  0.2051
50 H 14.796680 16.449910 3.446190  0.1961
51 C 17.687090 23.349910 -0.911160  -0.2676
52 O 16.367540 23.317150 -0.495410  -0.5006
53 C 15.557840 24.303070 -0.907120  0.9815
54 O 15.727600 25.049760 -1.892080  -0.6369
55 O 14.475140 24.172760 -0.193460  -0.4934
56 C 13.280480 24.787580 -0.624970  -0.2705
57 H 17.886820 23.595070 -1.954290  0.2116
58 H 17.950050 22.293200 -0.862850  0.1930
59 H 18.353670 23.932430 -0.275210  0.1828
60 H 12.401520 24.144670 -0.671940  0.1987
61 H 13.317650 25.242740 -1.614690  0.2165
62 H 13.051920 25.572860 0.095590  0.1854

Force components x, y, z for each atom (eV/Å):
-0.32 -0.02 -0.14
0.57 -0.47 -0.45
-0.04 -0.25 0.08
-0.02 0.53 0.18
-0.23 -0.20 -0.13
-0.17 -0.27 0.23
0.19 0.36 -0.04
0.04 0.31 0.26
-0.42 -0.29 0.34
-0.59 0.55 -0.02
0.00 -0.10 -0.22
0.08 -0.16 -0.53
0.51 -0.03 0.27
-0.01 0.18 -0.14
0.27 -0.04 0.36
0.08 -0.05 0.07
0.95 0.24 -0.40
-0.96 0.12 1.77
-0.62 -0.64 -0.87
0.27 0.07 0.19
0.57 -0.02 0.01
-0.50 0.77 0.15
0.40 -0.12 -0.59
-0.07 -0.38 -0.29
0.10 0.44 0.14
0.73 0.26 2.80
-1.48 -0.74 0.25
0.15 -0.44 -2.65
0.30 -0.21 -0.28
0.25 0.33 0.02
-0.06 0.40 -0.33
1.07 -1.01 -0.26
0.18 -0.32 -1.94
-1.69 -0.20 -0.08
0.68 1.15 2.11
-0.30 0.28 0.08
0.27 0.25 0.15
-0.02 -0.16 -0.01
0.04 -0.03 -1.60
-0.04 -0.56 0.49
0.53 0.23 -1.06
0.28 0.93 0.71
-2.04 -0.17 0.58
0.31 -2.40 -0.32
-0.16 -0.20 0.56
-0.21 -0.50 0.48
-0.18 -0.02 -0.22
0.72 1.16 -0.77
0.27 1.51 1.08
0.42 0.09 -0.02
1.82 -1.45 -0.79
-0.90 1.20 0.32
0.64 0.91 -3.75
-0.14 -1.75 3.06
-1.25 -0.48 0.55
-1.07 1.48 -0.21
-0.62 0.49 -0.03
0.49 0.06 0.26
-0.26 0.12 0.16
0.53 -0.75 0.40
0.67 -0.04 0.06
-0.03 0.07 -0.05

As for the structure (SMILES): C[N+](=O)[O-].C[N+](=O)[O-].COC(=O)OC.COC(=O)OC.ClCCCl.ClCCCl.ClCCCl.

no.,HOMO (eV)
1,-9.572
2,-9.905